78
Properties=species:S:1:pos:R:3:forces:R:3:mulliken_charge:R:1 method="wB97M-V/def2-TZVPD" homo_lumo_gap_ev=5.65 lumo_energy_ev=4.0352 total_charge=-2 e_homo_ev=-1.6
Sn -0.4305 0.7871 -0.6348 -0.12 -0.29 0.33 0.764
O -4.3792 5.8654 1.0072 -0.09 0.02 0.00 -0.645
C -3.2638 5.3978 0.9909 0.04 0.01 -0.03 0.646
S -2.4071 4.9377 -0.4829 -0.01 0.03 -0.05 -0.183
C -0.8794 4.4462 0.2319 0.30 -0.04 -0.10 0.063
C -0.8331 4.5677 1.5880 -0.02 -0.16 0.01 0.052
S 0.4838 4.1003 2.6099 0.11 -0.03 -0.02 -0.438
S -2.2801 5.1308 2.4178 -0.04 -0.02 0.04 -0.224
S 0.3144 3.8248 -0.8408 -0.32 0.21 0.23 -0.312
C -3.8790 -4.5357 -4.0162 0.01 0.04 0.02 -1.591
C -3.0479 -4.0095 -2.8747 -0.01 -0.05 -0.01 1.110
C -1.7914 -3.4615 -3.0975 0.05 0.07 -0.03 -0.808
C -1.0376 -2.9448 -2.0538 -0.13 0.06 0.04 -0.147
C -1.5295 -2.9931 -0.7590 0.04 -0.20 -0.03 0.036
C -2.7833 -3.5428 -0.5177 0.06 0.00 -0.03 -0.626
C -3.5346 -4.0389 -1.5713 -0.03 0.02 -0.01 -0.576
S -0.5609 -2.3569 0.6013 -0.24 0.00 -0.04 0.849
O -0.8021 -3.2966 1.6807 0.03 0.07 0.03 -0.835
O 0.7989 -2.2586 0.0939 -0.07 -0.02 0.09 -0.380
N -1.0864 -0.9121 0.8898 0.26 0.05 -0.36 -0.021
C -2.4648 -0.7011 1.2962 0.29 0.09 0.00 -0.055
C -2.7565 0.8074 1.3399 -0.27 -0.22 0.09 -0.116
O -3.8210 1.1687 1.8135 -0.02 0.10 0.04 -0.736
O -1.8448 1.5944 0.8632 0.22 0.18 -0.19 -0.408
H -3.2722 -4.6754 -4.9112 0.01 0.00 0.00 0.376
H -4.6825 -3.8390 -4.2675 0.00 0.02 0.00 0.282
H -4.3398 -5.4925 -3.7639 -0.01 -0.01 0.01 0.387
H -1.4044 -3.4107 -4.1096 0.01 -0.01 0.00 0.233
H -0.0782 -2.4817 -2.2378 0.04 -0.01 -0.02 0.268
H -3.1551 -3.5925 0.4965 0.01 -0.03 0.03 0.481
H -4.5180 -4.4555 -1.3787 0.00 -0.01 0.01 0.331
H -2.6727 -1.1094 2.2884 -0.02 0.00 0.00 0.442
H -3.1875 -1.1236 0.5889 -0.01 -0.01 -0.04 -0.071
C 3.5514 2.0833 -0.4049 0.03 -0.08 0.01 -0.590
N 3.5708 0.6424 -0.5805 -0.01 0.16 -0.05 0.380
C 3.0623 -0.0246 -1.6454 -0.01 -0.07 0.08 -0.567
Se 2.3467 0.6801 -3.1706 0.13 -0.12 -0.11 -0.266
N 3.2055 -1.3522 -1.3701 -0.15 0.08 -0.04 0.102
C 3.7861 -1.5349 -0.1284 -0.03 -0.03 -0.10 0.355
C 4.1249 -2.6675 0.5844 0.02 -0.03 0.06 -0.753
C 4.7840 -2.4786 1.7928 -0.02 0.05 -0.05 -0.635
C 5.0819 -1.1997 2.2648 -0.01 0.01 -0.02 -0.561
C 4.7121 -0.0616 1.5578 0.02 -0.03 0.13 -0.686
C 4.0555 -0.2590 0.3587 -0.04 0.11 -0.08 0.723
H 2.8305 2.5088 -1.0974 0.01 -0.01 0.02 0.143
H 4.5408 2.5064 -0.5907 0.01 0.00 -0.01 0.315
H 3.2308 2.3096 0.6116 -0.04 0.01 0.01 0.131
H 2.6545 -2.0330 -1.8650 0.04 -0.01 0.01 0.373
H 3.8663 -3.6545 0.2268 -0.01 -0.01 -0.01 0.367
H 5.0594 -3.3411 2.3854 0.01 -0.01 0.01 0.374
H 5.5912 -1.0864 3.2120 -0.01 0.01 0.03 0.433
H 4.9050 0.9310 1.9433 0.00 0.00 0.02 0.467
C -4.0866 1.4139 -1.9058 0.02 0.00 0.02 -1.531
C -2.8935 0.7958 -2.6415 -0.06 0.27 -0.08 1.958
C -2.1454 1.8845 -3.4201 0.04 -0.04 0.06 -1.699
C -3.3858 -0.2788 -3.6149 0.01 -0.03 0.02 -1.783
O -2.0530 0.1832 -1.7116 -0.05 -0.26 -0.05 -0.208
H -4.7798 1.9049 -2.5964 0.00 0.00 -0.01 0.448
H -3.7367 2.1477 -1.1768 -0.01 -0.02 -0.02 0.109
H -4.6237 0.6350 -1.3601 -0.01 0.00 0.01 0.350
H -2.7736 2.3327 -4.1954 -0.01 0.00 0.00 0.432
H -1.2570 1.4527 -3.8894 0.00 0.00 -0.03 0.262
H -1.8107 2.6774 -2.7453 -0.02 0.00 -0.01 0.246
H -4.1141 0.1277 -4.3235 0.00 0.01 -0.01 0.440
H -3.8508 -1.0922 -3.0529 -0.01 -0.01 0.01 0.292
H -2.5416 -0.6916 -4.1726 0.00 0.00 0.01 0.336
Te 0.4587 1.6292 2.5917 0.17 0.27 0.11 0.376
C 2.2712 1.5771 3.7069 -0.14 -0.07 0.12 0.617
C 3.1673 2.6348 3.8531 0.05 -0.05 -0.05 -0.245
C 4.3117 2.4888 4.6306 -0.03 -0.02 0.00 -0.685
C 4.5750 1.2933 5.2848 0.00 0.02 -0.04 -0.390
C 3.6861 0.2348 5.1425 0.02 -0.02 -0.06 -0.774
C 2.5542 0.3721 4.3555 0.03 0.04 0.06 -0.532
H 2.9824 3.5784 3.3566 -0.03 0.02 -0.02 0.295
H 4.9962 3.3232 4.7304 0.01 0.01 0.00 0.355
H 5.4635 1.1861 5.8954 0.00 0.00 0.01 0.345
H 3.8758 -0.7073 5.6429 0.01 -0.02 0.00 0.385
H 1.8766 -0.4684 4.2508 -0.02 0.01 0.01 0.347

72
Properties=species:S:1:pos:R:3:forces:R:3:mulliken_charge:R:1 method="wB97M-V/def2-TZVPD" homo_lumo_gap_ev=6.06 lumo_energy_ev=-6.8820 total_charge=+2 e_homo_ev=-12.9
Au 0.2705 -0.6246 -0.6168 0.00 -0.13 -0.12 1.178
C 0.2928 3.4102 1.7610 -0.05 0.02 0.00 -1.437
C -0.1899 2.4554 0.7078 0.22 0.11 0.04 0.653
O -0.4401 1.2783 0.9468 -0.21 0.13 0.06 -0.432
N -0.3226 2.9695 -0.5424 0.01 0.00 -0.04 0.027
C -0.9528 2.2382 -1.6238 -0.04 0.04 -0.01 -1.499
C 0.0193 1.6550 -2.6234 0.00 0.06 0.03 1.253
C 0.3123 2.3309 -3.7963 -0.05 0.01 0.00 -0.781
C 1.1858 1.7801 -4.7182 0.02 -0.03 0.01 -0.361
C 1.7512 0.5423 -4.4486 -0.01 0.03 -0.03 -0.757
C 1.4362 -0.0813 -3.2634 -0.03 0.05 -0.01 -0.198
N 0.5933 0.4663 -2.3643 0.20 -0.20 0.05 -0.056
H 0.6460 2.8483 2.6197 0.00 -0.01 0.00 0.327
H -0.5354 4.0473 2.0764 0.00 0.00 0.01 0.363
H 1.0890 4.0526 1.3847 -0.01 0.00 0.00 0.451
H -0.1523 3.9540 -0.6686 0.01 0.00 0.00 0.264
H -1.6211 2.9088 -2.1628 -0.03 -0.01 0.04 0.611
H -1.5635 1.4474 -1.1847 -0.03 0.00 -0.03 0.130
H -0.1592 3.2860 -3.9840 0.00 -0.01 -0.01 0.465
H 1.4173 2.3057 -5.6348 0.00 -0.01 -0.01 0.439
H 2.4270 0.0622 -5.1412 0.00 0.01 0.00 0.461
H 1.8644 -1.0390 -3.0033 -0.01 0.01 0.03 0.456
C -2.3509 -4.4755 5.6789 -0.01 -0.02 -0.01 -0.976
O -1.5899 -4.1805 4.5065 0.05 0.00 0.01 -0.378
C -0.5087 -4.9571 4.2447 -0.05 0.06 0.03 0.715
C -0.0964 -6.0420 4.9996 0.04 -0.05 0.03 -0.362
C 1.0179 -6.7742 4.6044 -0.04 0.03 0.01 -0.806
C 1.7041 -6.4455 3.4498 0.02 0.01 -0.03 -1.153
C 1.2868 -5.3661 2.6800 0.01 -0.06 -0.05 -0.013
C 0.2026 -4.6086 3.0888 0.01 0.08 0.11 -0.176
N -0.3212 -3.5013 2.3653 -0.10 -0.14 -0.15 0.021
C 0.3268 -2.6232 1.6011 0.18 0.01 0.11 0.851
N 1.6603 -2.5328 1.6848 -0.03 0.04 -0.06 0.049
C 2.5125 -1.6150 1.0481 -0.09 -0.10 0.02 -0.476
C 2.1808 -0.7119 0.0606 -0.03 -0.04 -0.06 0.031
C 3.0962 0.2073 -0.4357 -0.03 0.05 -0.04 -0.612
C 4.3929 0.1761 0.0400 0.04 -0.05 0.06 -1.286
C 4.7781 -0.7534 1.0005 -0.01 0.06 -0.04 -0.531
C 3.8488 -1.6418 1.5058 0.03 0.01 -0.02 1.023
O 4.0919 -2.5773 2.4466 0.00 0.02 0.07 -0.448
C 5.3838 -2.5911 3.0657 0.01 -0.02 -0.03 -0.995
N -0.3593 -1.7973 0.8227 0.09 -0.07 0.11 -0.315
C -1.6541 -2.0516 0.3200 -0.07 0.16 0.01 -0.716
C -2.6283 -1.0521 0.4580 -0.08 -0.09 -0.03 0.011
C -3.8832 -1.2291 -0.0987 0.01 0.03 0.02 -1.024
C -4.1617 -2.4043 -0.7816 0.03 -0.03 0.00 -0.790
C -3.2062 -3.4049 -0.9358 -0.05 0.02 0.00 -0.554
C -1.9377 -3.2378 -0.4013 0.08 -0.02 -0.03 0.877
O -0.9251 -4.1120 -0.5042 -0.01 0.01 -0.02 -0.159
C -1.1728 -5.3532 -1.1760 0.00 0.01 0.00 -1.062
H -3.1393 -3.7313 5.7179 0.00 0.00 0.00 0.239
H -1.7292 -4.3964 6.5712 0.00 0.01 0.00 0.395
H -2.7888 -5.4723 5.6151 0.00 0.00 0.00 0.410
H -0.6327 -6.3222 5.8941 0.00 0.00 0.00 0.444
H 1.3365 -7.6159 5.2035 0.00 0.00 0.00 0.417
H 2.5536 -7.0328 3.1311 0.00 0.00 0.00 0.429
H 1.7961 -5.1486 1.7499 -0.01 0.04 -0.01 0.584
H -1.3163 -3.3563 2.4792 0.01 0.01 -0.04 0.514
H 2.1108 -3.0661 2.4196 0.00 -0.02 0.00 0.466
H 2.8154 0.9419 -1.1748 0.00 -0.01 0.00 0.521
H 5.1179 0.8800 -0.3447 0.01 0.00 0.00 0.437
H 5.7991 -0.7727 1.3515 -0.01 0.01 0.00 0.479
H 5.3457 -3.3767 3.8122 0.00 -0.01 0.00 0.279
H 5.5879 -1.6336 3.5455 -0.01 0.00 0.00 0.414
H 6.1550 -2.8183 2.3297 0.01 -0.01 0.01 0.377
H -2.3762 -0.1679 1.0285 0.03 0.01 0.02 0.737
H -4.6427 -0.4692 0.0174 0.00 0.00 0.00 0.488
H -5.1451 -2.5565 -1.2066 0.00 0.00 0.00 0.448
H -3.4597 -4.3039 -1.4776 0.00 0.00 0.00 0.540
H -0.2401 -5.9046 -1.1290 0.00 0.00 0.00 0.271
H -1.4474 -5.1801 -2.2169 0.00 0.00 0.00 0.401
H -1.9577 -5.9142 -0.6683 0.00 0.00 0.01 0.405

82
Properties=species:S:1:pos:R:3:forces:R:3:mulliken_charge:R:1 method="wB97M-V/def2-TZVPD" homo_lumo_gap_ev="6.19 / 6.03" spin_multiplicity=2 lumo_energy_ev="3.9056 / 3.4706" total_charge=-2 e_homo_ev="-2.3 / -2.6"
Ba -0.8211 0.4153 0.2293 1.07 -2.26 -0.64 1.721
C 1.4229 0.5283 4.0848 0.07 0.02 -0.10 -1.248
C 2.4136 0.4341 2.9671 -0.01 -0.07 0.04 0.516
C 3.7414 0.9020 2.9268 0.00 0.02 0.13 -1.048
C 4.1981 0.5505 1.6818 -0.31 -0.21 -0.17 -0.464
N 3.1936 -0.0937 1.0303 0.37 0.02 0.00 1.420
N 2.0928 -0.1659 1.8330 0.01 0.34 -0.11 -0.633
B 3.1440 -0.8998 -0.2968 0.02 0.00 -0.08 -0.541
N 2.4304 -2.2365 0.0094 0.02 0.05 -0.21 0.955
C 2.9839 -3.4160 0.3664 -0.13 0.04 0.18 -0.331
C 1.9668 -4.2531 0.7720 -0.07 0.00 0.00 -1.488
C 0.7941 -3.4771 0.6293 0.02 -0.08 0.01 0.532
C -0.6272 -3.8433 0.9427 0.13 0.10 -0.07 -1.035
N 1.0920 -2.2729 0.1715 -0.14 0.01 -0.03 -0.241
N 2.3729 -0.1139 -1.3898 -0.39 -0.09 0.36 1.835
C 2.4970 1.2042 -1.6718 -0.04 -0.08 0.10 -0.532
C 1.8795 1.4310 -2.8800 0.04 -0.06 -0.25 -0.753
C 1.4187 0.1566 -3.2922 -0.05 0.10 0.18 0.439
C 0.7146 -0.2225 -4.5565 0.09 -0.11 0.05 -1.307
N 1.7020 -0.7624 -2.3792 0.38 0.21 -0.02 -1.088
N 4.5415 -1.2510 -0.9221 -0.06 -0.12 0.06 1.014
C 4.6855 -2.1853 -1.8886 -0.10 0.04 0.02 -0.359
C 5.9648 -2.0915 -2.3877 0.11 -0.02 -0.04 -1.323
C 6.5444 -1.0298 -1.6646 -0.06 0.04 0.03 0.806
C 7.9174 -0.4417 -1.7960 -0.08 0.01 0.07 -1.273
N 5.6794 -0.5250 -0.7958 -0.16 -0.09 0.11 -1.201
H 1.7571 -0.0475 4.9524 -0.02 0.02 -0.02 0.312
H 0.4597 0.1278 3.7616 0.04 0.04 0.04 0.212
H 1.2879 1.5672 4.3896 -0.04 -0.02 -0.01 0.270
H 4.2722 1.4483 3.6928 -0.05 -0.04 -0.09 0.337
H 5.1485 0.7057 1.2088 0.09 -0.06 -0.12 0.501
H 4.0511 -3.5776 0.3315 -0.11 0.07 -0.04 0.549
H 2.0529 -5.2750 1.1146 -0.02 0.12 -0.04 0.343
H -0.7100 -4.9063 1.1704 -0.02 0.00 -0.01 0.362
H -1.2836 -3.6074 0.1021 0.02 -0.04 0.05 0.153
H -0.9874 -3.2830 1.8111 0.00 -0.04 -0.02 0.103
H 3.0261 1.8730 -1.0060 -0.12 -0.07 -0.01 0.491
H 1.7848 2.3709 -3.4063 -0.01 -0.10 0.12 0.397
H 1.4188 -0.6550 -5.2769 -0.04 0.08 0.06 0.329
H 0.2430 0.6456 -5.0105 -0.06 0.04 -0.05 0.288
H -0.0579 -0.9603 -4.3477 -0.03 0.04 0.00 0.271
H 3.8606 -2.8302 -2.1623 0.13 0.13 0.04 0.557
H 6.4151 -2.7005 -3.1593 -0.05 0.09 0.08 0.341
H 8.6054 -1.1583 -2.2485 -0.01 0.03 0.02 0.345
H 8.3014 -0.1540 -0.8141 -0.01 -0.03 -0.09 0.340
H 7.9004 0.4563 -2.4198 0.02 -0.05 0.00 0.218
N -5.2025 -0.7666 -2.1571 0.22 -0.01 -0.16 -0.507
C -3.8248 -0.4961 -2.0488 0.00 0.01 0.12 0.320
S -2.9837 -1.5153 -0.8833 -0.17 -0.19 -0.34 -0.346
N -3.4044 0.4542 -2.7861 -0.42 0.39 -0.27 -0.758
N -2.1168 0.7544 -3.0933 0.34 -0.45 0.05 0.152
C -1.7487 1.9789 -3.0062 -0.16 -0.06 -0.01 -0.586
C -2.4871 3.0672 -2.3484 -0.19 -0.06 -0.12 1.026
C -2.6814 4.2954 -2.9731 -0.05 -0.02 -0.02 -0.383
C -3.4218 5.3019 -2.3732 -0.03 -0.05 0.11 -0.697
C -3.9781 5.0652 -1.1136 0.10 -0.12 -0.06 -0.567
C -3.7632 3.8664 -0.4576 0.01 -0.05 -0.06 -0.498
C -2.9759 2.8493 -1.0389 -0.06 -0.08 0.12 -0.393
O -2.6564 1.7556 -0.3852 -0.51 1.04 -0.24 -0.713
H -5.5939 -1.0683 -1.2838 -0.10 -0.06 0.25 0.278
H -5.6997 0.0177 -2.5557 0.05 0.04 0.01 0.257
H -0.8064 2.2069 -3.5014 0.08 -0.02 0.19 0.073
H -2.2620 4.4542 -3.9629 0.03 -0.02 0.03 0.389
H -3.5640 6.2533 -2.8705 -0.01 0.00 -0.01 0.349
H -4.5676 5.8378 -0.6306 0.01 -0.01 0.00 0.362
H -4.1674 3.6821 0.5311 0.06 0.06 -0.01 0.342
Te -4.1439 0.2678 1.4261 -0.20 -0.06 0.34 0.014
C -4.9189 -0.9550 3.0040 0.12 -0.23 0.08 -0.217
C -6.0452 -0.5720 3.7371 -0.03 0.03 -0.04 -0.187
C -6.4627 -1.2923 4.8524 0.09 -0.06 -0.06 -0.535
C -5.7737 -2.4319 5.2508 0.03 0.08 -0.10 -0.392
C -4.6682 -2.8471 4.5157 -0.04 0.08 -0.05 -0.523
C -4.2479 -2.1167 3.4104 -0.08 0.07 -0.02 -0.295
H -6.5990 0.3124 3.4347 0.05 -0.05 0.04 0.331
H -7.3288 -0.9625 5.4147 -0.01 0.02 -0.01 0.322
H -6.0918 -2.9878 6.1247 -0.01 -0.01 -0.01 0.337
H -4.1227 -3.7356 4.8139 0.00 0.01 -0.03 0.354
H -3.3809 -2.4451 2.8468 0.00 0.00 0.06 0.451
Cl 1.6620 3.7585 2.4099 0.14 0.11 0.08 -0.412
Si -0.0343 3.1098 1.2387 0.64 1.26 0.63 0.331
Cl 0.1427 4.5128 -0.3537 0.00 0.20 -0.26 -0.380
Cl -1.5707 4.0103 2.4054 -0.28 0.17 0.22 -0.391